[1]
Molecular formula: C4H6N2
Method: DFT, ωB97M-V with the def2-TZVPD basis set

Atoms and positions in Å:
N: 1.338 -0.872 -0.104
H: -1.808 1.119 0.429
C: -0.940 -0.749 0.177
H: -1.107 0.932 -1.304
H: 2.314 -1.197 -0.206
C: 0.298 -1.520 -0.128
C: 0.288 1.448 0.163
H: -1.858 -1.100 -0.372
N: 1.371 0.822 0.079
C: -0.952 0.748 -0.151
H: -1.191 -1.031 1.246
H: 2.246 1.400 0.171

Results
Relative energy (zero: lowest compared OMol25 entry of this formula, charge and spin) = 80.5 kcal per mole
2S+1 = 3
HOMO-LUMO gap (spin up / spin down) = 5.7 / 8.3 eV
LUMO energy (spin up / spin down) = 1.017 / -0.650 eV
Total charge = 0

Just the Mulliken charges please, in e? Sure, here they are:
1. N -0.1266
2. H 0.2565
3. C -0.2665
4. H 0.2367
5. H 0.2321
6. C -0.2388
7. C -0.3673
8. H 0.2657
9. N -0.2648
10. C -0.2098
11. H 0.2597
12. H 0.2230



[2]
Molecular formula: C2H4N2OS
Method: DFT, ωB97M-V with the def2-TZVPD basis set

Atoms and positions in Å:
N: -0.233 0.620 -0.744
C: -1.342 1.092 -0.262
O: 3.742 0.863 0.756
H: 1.706 -0.095 1.019
H: -1.902 1.901 -0.811
S: 3.406 -0.039 -0.391
H: -1.871 0.606 0.509
C: 1.616 -0.636 0.128
N: 0.491 -0.396 -0.618
H: 1.813 -1.697 0.274

Results
Relative energy (zero: lowest compared OMol25 entry of this formula, charge and spin) = 134.0 kcal per mole
2S+1 = 1
HOMO-LUMO gap (spin up / spin down) = 8.5 / 6.9 eV
LUMO energy (spin up / spin down) = -0.588 / -1.027 eV
Total charge = 0

Just the Mulliken charges please, in e? Sure, here they are:
1. N -0.0116
2. C -0.2988
3. O -0.4220
4. H 0.2946
5. H 0.2260
6. S 0.3110
7. H 0.2936
8. C -0.3619
9. N -0.3656
10. H 0.3347



[3]
Molecular formula: C24H37EuN3P2S
Method: DFT, ωB97M-V with the def2-TZVPD basis set

Atoms and positions in Å:
H: -2.785 0.744 3.260
C: -3.351 -0.185 -0.184
C: 2.496 0.377 -3.017
C: -2.638 -0.033 4.022
N: -1.294 0.032 4.602
H: 2.016 -0.276 2.319
C: 3.810 -0.095 -3.007
H: -3.194 -0.303 0.897
H: 2.090 1.486 2.828
N: 1.046 0.179 4.184
H: -2.257 0.454 6.370
H: 1.623 -4.159 0.173
H: -2.855 3.190 -3.971
H: -4.220 0.462 -0.372
H: -3.523 -1.177 -0.623
S: -0.580 -0.422 2.109
H: 3.068 0.228 3.645
C: -0.794 3.870 -3.876
H: -3.157 2.562 -0.526
H: -1.485 3.010 -0.979
H: 2.943 2.472 -2.848
H: -2.066 -2.787 -0.985
C: -2.448 0.686 -2.717
Eu: 0.845 1.312 0.517
H: 1.371 0.776 6.193
C: 2.127 1.777 -2.628
H: 1.079 -1.001 5.962
C: 0.552 -2.788 -2.564
C: -1.504 1.609 -3.436
H: -1.236 -4.125 -0.123
H: 2.615 -0.251 5.471
C: -1.228 0.332 6.025
C: -2.095 2.312 -0.386
P: 0.291 -2.438 -0.804
H: -2.821 -1.013 3.573
C: 1.635 -3.057 0.192
H: -0.684 1.262 6.227
H: 3.216 -3.458 -3.064
C: 1.443 -0.539 -3.252
H: 1.512 -2.698 1.224
C: -0.126 1.192 -3.491
H: -1.834 2.420 0.684
H: -3.483 1.053 -2.735
C: 2.101 0.429 3.172
H: 4.622 0.632 -2.930
C: 4.074 -1.458 -3.126
H: 1.977 1.826 -1.431
N: 0.173 -0.137 -3.532
H: -2.385 -0.335 -3.122
C: 3.018 -2.386 -3.090
H: 0.737 -3.863 -2.673
H: -3.352 0.123 4.829
H: -1.040 4.894 -4.159
H: -0.375 -2.501 -3.077
H: 0.278 -1.013 -0.690
C: -1.288 -3.033 -0.252
H: -0.798 -0.502 6.597
C: 1.530 -0.093 5.536
H: 5.100 -1.823 -3.192
H: 2.595 -2.688 -0.191
C: -0.231 -0.047 3.777
C: -1.812 2.912 -3.806
H: -1.549 -2.570 0.704
C: 1.707 -1.937 -3.043
C: 0.510 3.533 -3.521
H: 1.295 4.284 -3.439
C: 0.850 2.194 -3.292
P: -1.861 0.564 -0.936

Results
2S+1 = 7
HOMO-LUMO gap (spin up / spin down) = 5.0 / 5.3 eV
LUMO energy (spin up / spin down) = -2.480 / -2.935 eV
Total charge = +1

Just the Mulliken charges please, in e? Sure, here they are:
1. H 0.2385
2. C -1.2031
3. C 0.7016
4. C -0.8701
5. N 0.1268
6. H 0.2049
7. C -0.8809
8. H 0.1041
9. H 0.0366
10. N 0.1482
11. H 0.3204
12. H 0.4171
13. H 0.3964
14. H 0.4827
15. H 0.3975
16. S -0.1816
17. H 0.3667
18. C -0.5909
19. H 0.4704
20. H 0.3970
21. H 0.5718
22. H 0.3468
23. C -1.3431
24. Eu 0.4932
25. H 0.3355
26. C -0.4062
27. H 0.3459
28. C -1.1487
29. C -0.0039
30. H 0.4875
31. H 0.3529
32. C -0.8712
33. C -1.5689
34. P 1.1460
35. H 0.2939
36. C -1.0454
37. H 0.3264
38. H 0.4186
39. C 0.5290
40. H 0.2459
41. C 0.3324
42. H 0.3231
43. H 0.6629
44. C -0.6743
45. H 0.4253
46. C -0.6963
47. H -0.5282
48. N -0.5064
49. H 0.3541
50. C -0.4046
51. H 0.6221
52. H 0.4174
53. H 0.3708
54. H 0.4513
55. H -0.3756
56. C -1.0355
57. H 0.3098
58. C -1.0330
59. H 0.3810
60. H 0.3548
61. C -0.0203
62. C -0.6753
63. H 0.2302
64. C -0.3619
65. C -0.8518
66. H 0.4113
67. C 0.7131
68. P 1.2149



[4]
Molecular formula: C2HNO2S
Method: DFT, ωB97M-V with the def2-TZVPD basis set

Atoms and positions in Å:
C: -2.031 -0.849 -0.111
O: 0.203 0.231 -0.222
S: -0.983 -0.063 0.980
O: 2.298 0.332 -0.847
C: 1.535 0.504 0.047
H: 1.767 1.222 0.930
N: -2.788 -1.378 -0.777

Results
Relative energy (zero: lowest compared OMol25 entry of this formula, charge and spin) = 60.1 kcal per mole
SMILES string = N#CSOC=O
2S+1 = 1
HOMO-LUMO gap = 9.5 eV
LUMO energy = -0.863 eV
Total charge = 0

Just the Mulliken charges please, in e? Sure, here they are:
1. C 0.3023
2. O -0.2398
3. S 0.0759
4. O -0.3791
5. C 0.2906
6. H 0.2407
7. N -0.2906



[5]
Molecular formula: C6H16N2O2
Method: DFT, ωB97M-V with the def2-TZVPD basis set

Atoms and positions in Å:
N: 0.773 1.606 -1.128
H: 2.373 -0.257 2.317
H: 2.655 -1.558 0.178
O: -2.449 -0.026 1.131
H: -0.427 -0.946 1.753
C: 1.777 0.491 1.797
H: -2.248 -0.979 -2.139
C: 1.083 -0.175 0.595
H: 1.396 1.136 -1.758
N: 0.273 -1.275 1.097
H: 1.038 0.893 2.488
H: 0.259 2.403 -1.471
H: -0.241 -1.693 0.329
H: 2.881 -0.019 -0.646
C: 2.137 -0.760 -0.352
H: 2.424 1.305 1.473
H: 1.676 -1.185 -1.244
H: -3.081 -1.535 -0.058
C: -1.567 -0.352 -1.561
H: -0.617 -0.849 -1.746
H: -3.578 0.167 -0.553
C: -2.856 -0.464 -0.017
H: -1.593 0.894 0.938
O: -0.654 1.568 0.590
H: -1.678 0.665 -1.933
C: 0.245 0.946 -0.079

Results
Relative energy (zero: lowest compared OMol25 entry of this formula, charge and spin) = 83.0 kcal per mole
2S+1 = 1
HOMO-LUMO gap = 8.7 eV
LUMO energy = 0.597 eV
Total charge = 0

Just the Mulliken charges please, in e? Sure, here they are:
1. N -0.2589
2. H 0.4390
3. H 0.4217
4. O -0.6704
5. H 0.3659
6. C -1.7798
7. H 0.3950
8. C 2.0031
9. H 0.2200
10. N -0.7060
11. H 0.3847
12. H 0.3421
13. H 0.3171
14. H 0.4687
15. C -1.9836
16. H 0.3526
17. H 0.3718
18. H 0.3847
19. C -1.3357
20. H 0.4197
21. H 0.3299
22. C -0.4043
23. H 0.3591
24. O -0.6409
25. H 0.2499
26. C -0.0454